Entry from the OMol25 dataset: C17H28ClMnO2P as an isolated structure in a non-equilibrium geometry (ωB97M-V/def2-TZVPD).

Results
E = -75290.8525 eV
LUMO level (spin up / spin down) = -8.3 / -10.5 eV
E_HOMO (spin up / spin down) = -15.8 / -16.7 eV
net charge = +2
multiplicity = 4
energy relative to the best compared isomer or geometry (same formula, charge and spin) = 46.98 kJ/mol
max |F| = 0.1434 hartree/bohr

Each line ends with the Mulliken charge.
Cartesian coordinates (Å):
1 Cl -1.3140 -2.1112 -1.5788  -0.2356
2 C 1.9144 -2.6128 -3.1957  -0.5134
3 C 2.6404 -1.3874 -2.9470  -0.4625
4 C 1.7824 -0.2830 -3.3070  -0.5395
5 H 3.6862 -1.3427 -2.6476  0.5783
6 C 0.5301 -0.8127 -3.7913  0.9420
7 C 0.6352 -2.2601 -3.7395  -0.3896
8 H -0.1436 -2.9533 -4.0739  0.5007
9 H 2.2950 -3.6232 -3.0354  0.5911
10 H 2.0196 0.7832 -3.2786  0.5102
11 C -0.6358 -0.0139 -4.2855  -1.3574
12 Mn 0.9273 -1.4681 -1.7881  -0.1218
13 C 2.0576 -0.5807 -0.5993  0.5750
14 C 1.1278 -2.6590 -0.3975  0.7396
15 O 3.1022 -0.3094 -0.1180  -0.3693
16 O 0.9529 -3.1855 0.6326  -0.1760
17 H -0.6556 0.9682 -3.7909  0.3267
18 H -1.5774 -0.5295 -4.0422  0.3376
19 H -0.5656 0.1390 -5.3758  0.3415
20 C 1.9069 1.4527 2.4256  -1.7933
21 C 0.8458 0.3482 2.5300  0.8540
22 C 0.0432 0.5655 3.8128  -1.4749
23 P -0.0967 0.0579 0.9232  0.5033
24 C -1.7004 -0.8989 1.2247  1.0378
25 C -2.0084 -1.3789 2.6305  -1.9424
26 C -2.9486 -0.3132 0.5466  -1.4952
27 C -0.6075 1.7326 0.3123  0.5891
28 C -1.2984 2.5782 1.3853  -1.6038
29 C 0.5313 2.5093 -0.3593  -1.2974
30 H 2.5380 1.3690 1.5366  0.3042
31 H 1.4660 2.4590 2.4780  0.2977
32 H 2.5778 1.3559 3.2920  0.5367
33 H 1.3739 -0.6221 2.6132  0.3858
34 H -0.7081 1.3560 3.7004  0.2597
35 H -0.4587 -0.3425 4.1509  0.3906
36 H 0.7430 0.8760 4.6035  0.4475
37 H -1.4518 -1.8239 0.6643  0.0904
38 H -2.3124 -0.5566 3.2883  0.3741
39 H -2.8412 -2.0953 2.5692  0.5288
40 H -1.1468 -1.9040 3.0594  0.3912
41 H -2.7874 -0.0830 -0.5124  0.3061
42 H -3.7291 -1.0843 0.5749  0.4393
43 H -3.3321 0.5703 1.0681  0.3447
44 H -1.3488 1.5001 -0.4721  0.3509
45 H -0.5928 2.9180 2.1572  0.2730
46 H -1.6998 3.4788 0.8943  0.4619
47 H -2.1461 2.0634 1.8619  0.2986
48 H 0.9795 1.9397 -1.1827  0.0951
49 H 0.1152 3.4379 -0.7731  0.5154
50 H 1.3158 2.7763 0.3558  0.2535

Forces on atoms 1 to 3 (eV/Å):
1.25 0.57 -0.40
-0.09 0.23 -1.24
-0.03 -0.54 -0.44